Here is a cluster of 4 separate species, C39H69F9O9S in total from the OMol25 dataset. Energies are from ωB97M-V/def2-TZVPD.

SMILES = CCCCCCCCCCCCCCCCCC[C@@H]1C[C@H](CCCCC)COS1(=O)=O.CCOC(=O)C(F)(F)F.CCOC(=O)C(F)(F)F.CCOC(=O)C(F)(F)F
LUMO = 0.0119 Eh
Largest force on an atom = 0.39 eV Å⁻¹
2S+1 = 1
Highest occupied orbital energy = -10.54 eV

XYZ file:
```
127
Properties=species:S:1:pos:R:3:lowdin_charge:R:1
C 6.15823 -1.45855 3.39959 -0.1090
C 5.90181 -1.52636 1.88791 -0.2647
C 7.18619 -1.34008 1.08326 -0.2272
C 7.02412 -1.28835 -0.44336 -0.2069
C 5.89830 -0.39129 -0.95566 -0.2243
C 6.22326 1.10164 -0.86687 -0.2050
C 5.00430 2.00224 -1.07309 -0.2082
C 4.02110 2.02507 0.11242 -0.1931
C 2.54814 2.26983 -0.27022 -0.2000
C 1.66615 1.01805 -0.22872 -0.2038
C 2.19393 -0.15353 -1.06060 -0.2031
C 1.11530 -1.08649 -1.61440 -0.1967
C 1.72534 -2.26396 -2.39382 -0.1854
C 1.76926 -3.63246 -1.67201 -0.1852
C 1.80618 -3.59318 -0.12906 -0.1926
C 0.42494 -3.80317 0.53677 -0.1970
C 0.04163 -2.77781 1.61550 -0.1848
C -1.47442 -2.75607 1.89248 -0.1651
C -2.20257 -1.40781 1.80693 -0.3068
C -1.78677 -0.46464 0.68414 -0.1441
C -2.60915 0.82697 0.77116 -0.3031
C -2.63495 1.64676 -0.52857 -0.1507
C -3.91089 1.50399 -1.36995 -0.1842
C -4.39202 0.06171 -1.63136 -0.1913
C -4.06381 -0.47697 -3.04507 -0.2378
C -3.21650 -1.75842 -3.05246 -0.0994
C -2.05048 1.66152 1.91923 -0.1583
O -1.48447 0.87114 2.98496 -0.2236
S -2.15486 -0.51006 3.37572 0.6481
O -3.50926 -0.27074 3.78347 -0.2664
O -1.22274 -1.11798 4.27199 -0.2532
H 7.16561 -1.80066 3.64583 0.0680
H 6.04885 -0.43865 3.77229 0.0696
H 5.45012 -2.07675 3.95340 0.0660
H 5.44038 -2.48563 1.63394 0.1097
H 5.17834 -0.75015 1.62750 0.0808
H 7.71116 -0.45000 1.44653 0.1085
H 7.84176 -2.18676 1.31378 0.1094
H 7.96738 -0.93725 -0.87473 0.1091
H 6.86566 -2.30606 -0.81264 0.1075
H 4.97511 -0.60494 -0.41733 0.0662
H 5.69674 -0.63265 -2.00483 0.1154
H 6.69121 1.33804 0.09497 0.1138
H 6.94530 1.32059 -1.65981 0.1125
H 4.49014 1.71120 -1.99523 0.0988
H 5.34958 3.02788 -1.23387 0.1092
H 4.10447 1.10745 0.70472 0.0925
H 4.33567 2.83127 0.78059 0.1080
H 2.49865 2.72884 -1.26366 0.1124
H 2.11564 3.00201 0.41843 0.0984
H 1.59362 0.70309 0.81991 0.1145
H 0.65626 1.28174 -0.55484 0.0926
H 2.86987 -0.75056 -0.44270 0.0908
H 2.78097 0.21544 -1.90722 0.1039
H 0.48421 -0.49824 -2.29187 0.1105
H 0.46346 -1.44141 -0.81423 0.0789
H 2.75216 -1.98274 -2.64829 0.1049
H 1.18924 -2.39203 -3.33256 0.0870
H 2.66049 -4.15564 -2.02542 0.1012
H 0.90986 -4.23680 -1.97284 0.1011
H 2.47472 -4.38526 0.21503 0.1037
H 2.24463 -2.65639 0.22359 0.0903
H 0.41691 -4.79416 0.99807 0.1136
H -0.35078 -3.80948 -0.23595 0.1003
H 0.43350 -1.79494 1.34723 0.0896
H 0.53819 -3.04772 2.55030 0.1181
H -1.98842 -3.41350 1.18436 0.1180
H -1.66060 -3.18331 2.87818 0.1089
H -3.26950 -1.60274 1.67150 0.1326
H -1.94809 -0.94381 -0.28266 0.1069
H -0.72836 -0.21464 0.76168 0.0970
H -3.64004 0.53828 1.00962 0.1428
H -2.50708 2.70738 -0.28616 0.1137
H -1.76980 1.37366 -1.14146 0.1125
H -4.70886 2.09804 -0.91895 0.1099
H -3.70082 1.96441 -2.33939 0.1013
H -3.97709 -0.63065 -0.89546 0.0849
H -5.47199 0.02736 -1.47732 0.1071
H -5.00378 -0.69629 -3.55502 0.0998
H -3.55418 0.29543 -3.62518 0.0916
H -2.53082 -1.79314 -2.20184 0.0464
H -3.84254 -2.65046 -2.99819 0.0727
H -2.61139 -1.83698 -3.95722 0.0657
H -1.21218 2.26168 1.55859 0.1293
H -2.79902 2.34950 2.31841 0.1293
C -1.53112 1.16879 -8.08255 -0.0580
C -0.79174 1.98799 -7.05023 -0.1888
O 0.07792 1.15660 -6.24420 0.0281
C 1.24157 0.83648 -6.78680 -0.4038
O 1.66535 1.16294 -7.85480 0.1737
C 2.05148 -0.02958 -5.79193 -0.5373
F 1.29271 -1.00070 -5.26889 0.1563
F 2.49357 0.74075 -4.78280 0.1583
F 3.09857 -0.58259 -6.39286 0.1790
H -2.09102 0.36578 -7.60273 0.0825
H -2.23253 1.80736 -8.61921 0.0840
H -0.84203 0.73173 -8.80350 0.0793
H -1.47449 2.43517 -6.33161 0.1242
H -0.19674 2.77737 -7.50758 0.1258
C -1.73821 5.14794 3.58868 -0.0610
C -1.18191 6.55133 3.53677 -0.1840
O -0.34088 6.72706 2.37096 0.0334
C -0.96892 6.92680 1.22541 -0.4066
O -2.14775 6.99600 1.03978 0.1683
C 0.06695 7.09839 0.08699 -0.5432
F 1.01314 6.15255 0.14407 0.1611
F 0.66188 8.29597 0.19296 0.1663
F -0.53238 7.02591 -1.09877 0.1710
H -0.92654 4.42000 3.55750 0.0846
H -2.30220 4.99940 4.50893 0.0880
H -2.40078 4.96475 2.74335 0.0714
H -0.52291 6.75425 4.37716 0.1265
H -1.97146 7.30160 3.52199 0.1266
C -6.01997 -1.70943 5.81985 -0.0596
C -5.15369 -2.94514 5.83688 -0.1804
O -5.92532 -4.14267 5.56189 0.0363
C -6.17738 -4.38887 4.29016 -0.4083
O -5.82880 -3.75924 3.33484 0.1645
C -6.99018 -5.70130 4.16593 -0.5422
F -8.00890 -5.73260 5.03342 0.1644
F -6.19209 -6.75153 4.41856 0.1616
F -7.47878 -5.83096 2.93464 0.1690
H -6.84462 -1.79512 6.52812 0.0821
H -5.40835 -0.84873 6.08815 0.0812
H -6.43132 -1.53400 4.82678 0.0799
H -4.72591 -3.12040 6.82090 0.1269
H -4.34403 -2.87390 5.11189 0.1146
```